Density functional theory data (ωB97M-V/def2-TZVPD) for the molecule C21H18N4O2.

Each line ends with the Mulliken charge.
Cartesian coordinates (Å):
C  1.432835  5.229881  -5.974828  -1.408
C  1.254186  4.341961  -4.783234  0.905
C  2.341641  3.699397  -4.203182  -0.753
C  2.182578  2.886748  -3.096370  -0.665
C  0.920677  2.703925  -2.537966  0.428
C  0.675778  1.863921  -1.331806  0.694
O  -0.198585  2.121000  -0.531361  -0.644
N  1.510947  0.780661  -1.241335  -0.162
C  1.577864  -0.192711  -0.248418  1.074
C  0.853994  -0.114163  0.939830  -0.659
C  0.961244  -1.114171  1.885329  -0.450
C  1.789345  -2.212209  1.667862  0.232
C  1.966493  -3.310962  2.642048  0.129
O  3.010201  -3.913757  2.794401  -0.637
N  0.875226  -3.670935  3.400098  -0.219
N  -0.354089  -3.190402  3.225942  -0.094
C  -1.320146  -3.623463  3.932780  -0.180
C  -2.658757  -3.096509  3.752701  0.312
C  -2.941639  -2.117322  2.794589  -0.459
C  -4.239631  -1.656772  2.686388  -0.466
C  -5.210689  -2.183504  3.527042  -0.401
C  -4.828875  -3.154928  4.441951  -0.190
N  -3.594095  -3.601617  4.557549  -0.524
C  2.539807  -2.269574  0.493602  -1.025
C  2.430883  -1.278910  -0.456134  -0.525
C  -0.166785  3.368352  -3.099656  -0.648
C  -0.002278  4.167627  -4.212313  -0.564
H  0.581433  5.150814  -6.647110  0.365
H  2.339642  4.976790  -6.518624  0.363
H  1.509163  6.269036  -5.653234  0.282
H  3.327697  3.839797  -4.622599  0.362
H  3.055589  2.427970  -2.652559  0.435
H  2.132407  0.625766  -2.023524  0.183
H  0.210757  0.732221  1.112695  0.496
H  0.406771  -1.029371  2.805691  0.529
H  1.038616  -4.425681  4.074860  0.262
H  -1.200537  -4.393264  4.700406  0.443
H  -2.148170  -1.747588  2.165835  0.454
H  -4.493588  -0.899029  1.959247  0.420
H  -6.235661  -1.850951  3.474540  0.366
H  -5.547863  -3.598777  5.118731  0.382
H  3.201866  -3.108285  0.340683  0.436
H  3.008938  -1.338706  -1.368174  0.334
H  -1.138703  3.239289  -2.647947  0.410
H  -0.856487  4.668403  -4.644431  0.374

Cartesian forces (eV/Å) of the 2 atoms listed first:
0.01 0.07 0.02
0.04 -0.07 0.05

Computed properties:
HOMO-LUMO gap ... 8.7 eV
Structure (SMILES) ... Cc1ccc(C(=O)Nc2ccc(C(=O)N/N=C/c3ccccn3)cc2)cc1
LUMO ... 0.13 eV
Spin multiplicity ... 1

Density functional theory data (ωB97M-V/def2-TZVPD) for a structure of composition C21H18N4O5Ru.

Each line ends with the Mulliken charge.
Cartesian coordinates (Å):
Ru  -0.335831  -0.544936  0.421047  0.702
C  -3.106465  4.234258  0.084068  -0.412
C  -1.864163  4.411895  -0.524782  -0.929
C  -0.846247  3.523007  -0.272941  -0.008
C  -1.071903  2.427600  0.595098  0.520
C  -2.341542  2.233370  1.163231  -0.258
C  -3.337321  3.148265  0.933274  -0.854
N  -0.079711  1.488923  0.822362  0.007
C  1.233700  1.830614  1.075345  0.317
C  1.704098  3.126274  1.363176  -0.426
C  3.040815  3.315555  1.630863  -0.782
C  3.948568  2.242443  1.657203  -0.641
C  3.506881  0.954607  1.455347  -0.580
C  2.157030  0.758438  1.180185  0.481
N  1.565410  -0.500786  1.057841  1.021
N  2.230467  -1.546378  1.290244  -0.907
C  1.449496  -2.702702  1.181291  0.112
C  2.021015  -3.928612  1.424676  -0.377
C  1.206363  -5.058876  1.341094  -0.347
C  -0.128584  -4.907242  1.029917  -0.848
C  -0.635847  -3.629577  0.796796  -0.169
N  0.136404  -2.552477  0.869506  0.073
H  -3.906560  4.932657  -0.122249  0.437
H  -1.707798  5.235305  -1.207846  0.427
H  0.098183  3.612165  -0.790724  0.596
H  -2.504598  1.391020  1.820373  0.466
H  -4.304755  3.021825  1.398560  0.446
H  1.016610  3.954570  1.417450  0.644
H  3.398551  4.312540  1.850447  0.430
H  4.990811  2.427152  1.878246  0.434
H  4.174951  0.107513  1.521735  0.521
H  3.069822  -3.983776  1.680165  0.539
H  1.619025  -6.040786  1.529528  0.449
H  -0.791565  -5.758301  0.966620  0.452
H  -1.677220  -3.465263  0.560451  0.506
O  1.493917  -0.687270  -3.662925  -0.446
C  0.664963  -0.895320  -2.668985  0.425
O  0.690286  -0.231426  -1.640987  -0.209
C  -0.294898  -2.020605  -2.961392  -0.485
O  -1.113877  -2.275722  -1.849338  -0.274
C  -2.498468  -1.924777  -2.005155  -0.586
C  -2.798005  -0.618599  -1.313520  0.631
O  -3.564966  0.195005  -1.719923  -0.484
O  -2.156758  -0.453354  -0.123107  -0.528
H  2.088328  0.056506  -3.467085  0.414
H  -0.861618  -1.738992  -3.852992  0.401
H  0.289271  -2.907064  -3.218998  0.404
H  -2.778353  -1.852435  -3.053715  0.343
H  -3.087898  -2.716249  -1.539499  0.349

Cartesian forces (eV/Å) of the 2 atoms listed first:
-1.13 0.13 0.19
-0.03 -0.04 0.02

Computed properties:
Charge ... +2
HOMO-LUMO gap (spin up / spin down) ... 6.2 / 5.8 eV
LUMO (spin up / spin down) ... -8.06 / -8.98 eV
Spin multiplicity ... 5